No. 1
# C19H36BBr2N6O6

A cluster of 2 separate species, C19H36BBr2N6O6 in total at a distorted geometry (ωB97M-V/def2-TZVPD, the Open Molecules 2025 dataset).

```
! wB97M-V def2-TZVPD RIJCOSX def2/J DEFGRID3
* xyz 1 1
C -2.43413 1.24487 -6.00421
C -1.75782 -0.19480 -5.53555
O -0.31521 -0.29267 -5.80609
C 0.47864 0.00818 -4.57158
O -0.01781 1.02848 -3.82064
C 1.86590 -0.75200 -4.14103
C 1.72830 -1.67985 -2.76897
C 1.73159 -0.78262 -1.38615
C 1.13260 -1.56064 -0.06986
C 1.70738 -3.08927 -0.19999
Br 0.51905 -4.69321 -0.62143
C 3.16380 -3.40858 -0.05197
C 4.34053 -2.31132 0.26063
Br 3.78875 -5.33340 -0.29412
N -0.38501 -1.58943 -0.34847
C -0.87834 -0.24528 0.19974
N -1.56591 0.77525 -0.42254
C -1.89842 2.01687 0.37791
C -1.76496 3.42905 -0.44437
N -2.15174 3.36108 -1.90549
N -2.77544 4.39344 0.21220
N -0.39896 4.06735 -0.21411
N -0.33647 -0.31966 1.63864
C 1.07985 -0.80831 1.38387
B 1.57201 -1.58313 2.74683
O 2.45138 -0.80661 3.68315
C 1.16609 -3.10494 3.21809
C -0.34426 -3.58007 2.79299
H -1.69662 1.95156 -6.57594
H -2.84364 1.81586 -5.04541
H -3.38769 1.03093 -6.68222
H -2.06203 -0.47627 -4.42188
H -2.28370 -1.02230 -6.21191
H 2.16013 -1.45035 -5.06287
H 2.66769 0.07825 -3.91976
H 0.74598 -2.32102 -2.92206
H 2.62514 -2.45766 -2.83256
H 2.86670 -0.45736 -1.21275
H 1.16709 0.23990 -1.63294
H 4.13065 -1.59485 1.16168
H 5.33701 -2.90350 0.52525
H 4.62607 -1.63649 -0.67711
H -0.66020 -1.82587 -1.32670
H -1.82861 0.63735 -1.44499
H -3.02794 1.92992 0.72036
H -1.25064 2.14203 1.36639
H -2.70260 2.50792 -2.14491
H -1.34555 3.51718 -2.55018
H -3.71334 4.13764 -0.21111
H -2.59036 5.37769 -0.10674
H 0.00928 4.44135 -1.09922
H 0.25279 3.41732 0.27846
H -0.95029 -0.91443 2.23718
H 1.67343 0.18117 1.19137
H 3.07864 -0.31659 3.06797
H 1.18857 -3.10138 4.41084
H 2.02531 -3.84742 2.89398
H -0.41387 -4.74616 3.01963
H -0.64927 -3.30360 1.69057
H -1.16503 -3.06315 3.48849
C -0.90764 2.56164 4.68619
C -0.55206 1.12009 4.85497
O -1.17975 0.77066 6.07400
C -2.20705 1.65069 6.25799
O -3.06285 1.53986 7.11997
O -2.15218 2.66971 5.35131
H -1.00395 2.84646 3.63488
H -0.18829 3.22949 5.17158
H -0.95900 0.49263 4.05498
H 0.52825 0.96233 4.91572
*
```

total energy = -6697.88037 a.u.
Kohn-Sham gap = 7.8 eV
maximum force = 7.9 eV/Å

No. 2
# C19H36CuF6GeNO7S2Si

A structure of composition C19H36CuF6GeNO7S2Si (ωB97M-V/def2-TZVPD, the Open Molecules 2025 dataset).

```
! wB97M-V def2-TZVPD RIJCOSX def2/J DEFGRID3
* xyz -1 2
Cu 0.52861 -0.51547 0.65972
C -3.10370 0.51691 -3.58972
C -2.76964 -0.76415 -2.83590
C -3.24631 -1.98507 -3.62026
C -3.40172 -0.72878 -1.44422
O -1.34913 -0.78768 -2.71784
Ge -0.39721 -1.97670 -1.75221
O 0.92630 -2.32455 0.78775
C 0.38253 -3.42876 1.46278
C 0.87662 -3.49701 2.91008
C 0.87613 -4.67736 0.72187
C -1.15202 -3.41874 1.44036
O 0.98264 -0.83885 -1.54902
C 2.30390 -0.61353 -2.06370
C 3.34801 -1.25303 -1.13331
C 2.47666 0.89856 -2.12195
C 2.36375 -1.21750 -3.46238
H -4.18026 0.60780 -3.75386
H -2.59660 0.52072 -4.55601
H -2.75473 1.37580 -3.01742
H -4.32989 -1.96101 -3.75803
H -2.99115 -2.90540 -3.09003
H -2.76972 -2.00807 -4.60195
H -4.47133 -0.51373 -1.50604
H -2.92038 0.04849 -0.84748
H -3.28090 -1.68867 -0.93342
H 1.96647 -3.48891 2.92594
H 0.53047 -4.41578 3.39255
H 0.51649 -2.64991 3.49187
H 1.96463 -4.74002 0.78473
H 0.59551 -4.61724 -0.33150
H 0.44622 -5.58895 1.14629
H -1.52979 -2.48311 1.84714
H -1.55680 -4.24098 2.03712
H -1.51883 -3.53437 0.41641
H 3.82557 -0.50139 -0.50217
H 4.12821 -1.76137 -1.70451
H 2.86157 -1.98470 -0.48673
H 2.34254 1.32585 -1.12739
H 1.73616 1.33902 -2.79137
H 3.48120 1.15120 -2.47048
H 2.27645 -2.30667 -3.40929
H 3.31443 -0.97769 -3.94210
H 1.55070 -0.82256 -4.07514
F 0.14460 2.24231 5.20880
C -0.09000 1.96875 3.92662
F -1.40817 1.94039 3.74152
F 0.42087 2.94359 3.18423
S 0.64709 0.29899 3.48363
O -0.42914 -0.41162 2.83558
O 1.20493 -0.19754 4.70329
N 1.67936 0.56112 2.31670
S 3.14545 1.15757 2.50854
O 3.64154 1.52655 1.21990
O 3.23800 2.05745 3.61767
C 4.19554 -0.31781 2.99128
F 4.39794 -0.34475 4.30629
F 5.38633 -0.22806 2.38968
F 3.62859 -1.45976 2.62121
C -0.31739 5.15096 0.38636
Si -1.63279 3.87295 0.00301
C -3.01288 3.99491 1.26658
C -2.34944 4.21699 -1.69775
C -0.88235 2.21979 0.06774
C -0.39061 1.11850 0.24824
H -0.73598 6.15873 0.44979
H 0.45592 5.14729 -0.38457
H 0.16399 4.91555 1.33744
H -3.56091 4.93560 1.16813
H -2.61125 3.93411 2.27979
H -3.71746 3.17014 1.14123
H -2.69986 5.24988 -1.77244
H -3.19540 3.55845 -1.90477
H -1.59822 4.05234 -2.47294
*
```

total energy = -6729.54532 a.u.
Kohn-Sham gap (spin up / spin down) = 8.3 / 7.6 eV
maximum force = 0.5 eV/Å
energy above the lowest of the compared OMol25 structures with the same formula, charge and spin = 35.9 kcal/mol

No. 3
# C19H36IN4O2P

A cluster of 3 separate species, C19H36IN4O2P in total (ωB97M-V/def2-TZVPD, the Open Molecules 2025 dataset).

```
! wB97M-V def2-TZVPD RIJCOSX def2/J DEFGRID3
* xyz 0 1
C -4.67948 -4.97178 -0.93809
C -4.72370 -4.86222 -2.13077
C -4.79000 -4.75320 -3.58746
C -3.41689 -4.85386 -4.29180
C -2.67418 -3.59397 -4.16680
N -2.09294 -2.60894 -4.06842
C -2.53171 -6.05641 -3.86314
O -1.68674 -6.44491 -4.92545
C -3.38800 -7.21824 -3.61562
N -4.05467 -8.13301 -3.43260
P -1.58281 -5.60619 -2.23173
O -1.45620 -7.15907 -1.74353
I 0.65717 -5.15672 -3.14663
H -4.69357 -5.06228 0.12170
H -5.22663 -3.78532 -3.83864
H -5.44382 -5.53364 -3.97622
H -3.60840 -4.99971 -5.35835
H -1.17274 -5.67588 -5.20973
H -0.87613 -7.22895 -0.97378
C 0.08257 1.30247 1.85746
C 0.50316 -0.08508 1.39838
N -0.62297 -0.97826 1.19637
C -0.24306 -2.37307 1.06746
C 0.61452 -2.77713 -0.13646
C -1.64068 -0.50589 0.26852
C -1.20432 -0.14348 -1.15590
H -0.56424 1.24038 2.73372
H 0.96621 1.88638 2.12262
H -0.44621 1.84932 1.07558
H 1.13539 -0.53495 2.16925
H 1.13686 0.01620 0.50239
H -1.16151 -2.96790 1.06495
H 0.29012 -2.65002 1.98304
H 0.04801 -2.75256 -1.06576
H 0.97562 -3.79933 -0.00234
H 1.48892 -2.13477 -0.25077
H -2.11776 0.37090 0.71383
H -2.42123 -1.26997 0.22531
H -0.32480 0.50308 -1.15547
H -2.00775 0.40088 -1.65569
H -0.98358 -1.01908 -1.76398
C 4.37440 7.22588 3.23078
C 3.92008 6.35146 2.07187
N 3.52829 5.01745 2.49000
C 3.40086 4.07624 1.39219
C 2.31987 4.33785 0.33769
C 2.49045 4.95569 3.50677
C 1.15214 5.64357 3.21167
H 5.14667 6.72050 3.81214
H 4.78626 8.16107 2.84950
H 3.55198 7.48110 3.90008
H 4.75226 6.23451 1.37211
H 3.12599 6.87865 1.51893
H 3.24747 3.08233 1.82292
H 4.37125 4.03413 0.88727
H 1.31891 4.15230 0.72554
H 2.46818 3.66599 -0.51045
H 2.35778 5.35854 -0.04477
H 2.89635 5.38086 4.42806
H 2.31445 3.89981 3.72862
H 1.29367 6.65902 2.83812
H 0.56702 5.71308 4.13074
H 0.55381 5.09614 2.48478
*
```

total energy = -1754.00910 a.u.
Kohn-Sham gap = 7.9 eV
maximum force = 0.5 eV/Å

No. 4
# C19H37F3NO6

A cluster of 5 separate species, C19H37F3NO6 in total at a distorted geometry (ωB97M-V/def2-TZVPD, the Open Molecules 2025 dataset).

```
! wB97M-V def2-TZVPD RIJCOSX def2/J DEFGRID3
* xyz 1 1
F 4.03047 -0.62917 3.83169
C 4.96571 -0.28118 2.73736
F 4.94792 -1.45936 1.79208
F 6.39072 -0.21678 3.23320
C 4.53664 1.02347 1.84209
O 4.53576 2.30492 2.56321
C 3.29323 2.52732 3.31755
C 1.95954 2.78508 2.37448
C 1.05667 1.39635 2.48236
C 0.61632 0.64585 1.06610
O -0.29790 -0.37535 1.67701
C -0.86697 0.07346 2.98409
N -0.26486 1.44802 3.24297
H 5.36640 1.12632 0.98986
H 3.54124 0.76203 1.28567
H 3.45235 3.54557 3.92033
H 3.04523 1.71549 4.12276
H 2.37115 2.83038 1.25490
H 1.36542 3.75685 2.64255
H 1.59629 0.49309 3.04606
H -0.09834 1.35638 0.45800
H 1.47439 0.13032 0.42597
H -0.42834 -0.56641 3.87087
H -2.04185 -0.01293 3.12912
H -0.24361 1.79597 4.22934
H -0.91314 2.08275 2.72755
C 0.66390 1.53702 -3.85151
C -0.33632 1.05599 -2.83457
O -0.72740 1.78864 -1.92736
C -0.83964 -0.35622 -2.97060
H 0.93767 2.57381 -3.62886
H 1.56493 0.92003 -3.80709
H 0.22481 1.49822 -4.85161
H -0.00562 -1.05757 -2.88688
H -1.34565 -0.47937 -3.93145
H -1.55518 -0.56521 -2.16830
C -5.66243 -2.61652 -2.71442
C -4.65242 -1.66361 -2.13319
O -3.46735 -1.97539 -2.02741
C -5.14843 -0.31433 -1.68644
H -5.16211 -3.55011 -2.99289
H -6.43240 -2.84030 -1.97174
H -6.11244 -2.18025 -3.60979
H -5.89546 -0.43552 -0.89792
H -5.57557 0.22445 -2.53597
H -4.30991 0.26692 -1.28846
C -10.35298 -1.89402 -3.92236
C -9.34296 -0.94111 -3.34113
O -8.15790 -1.25289 -3.23535
C -9.83898 0.40817 -2.89437
H -9.85265 -2.82761 -4.20083
H -11.12294 -2.11780 -3.17968
H -10.80298 -1.45776 -4.81773
H -10.58600 0.28697 -2.10586
H -10.26611 0.94695 -3.74391
H -9.00046 0.98942 -2.49640
C 8.89039 -1.14866 1.63519
C 10.34673 -1.42514 1.89716
O 11.09005 -1.83159 1.00550
C 10.85851 -1.18501 3.29236
H 8.66275 -1.36631 0.58625
H 8.27094 -1.78941 2.26783
H 8.67138 -0.09567 1.82947
H 10.32679 -1.82739 3.99883
H 10.72713 -0.13367 3.56047
H 11.92588 -1.42659 3.33386
*
```

total energy = -1551.50514 a.u.
Kohn-Sham gap = 7.5 eV
maximum force = 5.4 eV/Å

What is the total energy in the first record?
-6697.88037 a.u.

Which of these has the lowest total energy?
C19H36CuF6GeNO7S2Si